(1)
The following is a quantum chemistry calculation of a molecular structure, C14H22N4O4Rh, from the Open Molecules 2025 dataset.

Structure (XYZ):
```
45
Properties=species:S:1:pos:R:3:lowdin_spin:R:1
Rh -0.059 -0.083 0.002 2.95
C 0.435 -0.760 2.938 0.01
C 0.151 0.717 3.071 0.01
O -0.556 1.116 1.866 0.11
C -0.454 2.514 1.505 0.00
C 0.857 2.775 0.805 0.01
O 1.026 1.753 -0.222 0.17
C 2.374 1.690 -0.774 0.01
C 2.493 0.402 -1.552 0.00
O 1.987 -0.704 -0.766 0.11
C 2.893 -1.239 0.235 0.01
C 2.033 -1.900 1.286 0.01
O 1.024 -0.895 1.608 0.18
H -0.462 -1.376 2.989 0.00
H 1.153 -1.089 3.688 0.00
H 1.085 1.275 3.150 0.00
H -0.475 0.926 3.939 0.00
H -0.540 3.147 2.390 0.00
H -1.301 2.713 0.850 0.00
H 1.715 2.716 1.478 0.00
H 0.843 3.757 0.329 0.00
H 3.078 1.749 0.057 0.00
H 2.527 2.546 -1.433 0.00
H 3.532 0.229 -1.835 0.00
H 1.884 0.426 -2.455 0.00
H 3.472 -0.427 0.677 0.00
H 3.566 -1.955 -0.237 0.00
H 2.613 -2.131 2.178 0.00
H 1.532 -2.799 0.927 0.00
N -4.139 -0.431 -1.151 0.01
C -4.460 0.248 0.002 0.01
C -3.285 0.510 0.634 0.02
N -2.260 -0.002 -0.133 0.15
C -2.812 -0.567 -1.201 0.01
C -1.911 -1.216 -2.130 0.01
N -0.618 -1.185 -1.826 0.15
C 0.049 -1.891 -2.806 0.02
C -0.867 -2.337 -3.706 0.01
N -2.094 -1.901 -3.261 0.01
H -4.813 -0.763 -1.827 0.00
H -5.478 0.479 0.268 0.00
H -3.122 1.007 1.573 0.00
H 1.113 -2.042 -2.797 0.00
H -0.756 -2.918 -4.606 0.00
H -2.972 -2.085 -3.728 0.00
```

Calculated values
* highest occupied orbital energy (alpha / beta): -18.097 / -18.069 eV
* <S²>: 6.007
* max |F|: 0.00383 hartree/bohr
* LUMO energy (alpha / beta): -9.09 / -13.26 eV
* multiplicity: 5
* total charge: +3

(2)
The following is a quantum chemistry calculation of a molecular structure, C17H11AuBrO2S, from the Open Molecules 2025 dataset.

Structure (XYZ):
```
33
Properties=species:S:1:pos:R:3:lowdin_charge:R:1
Au -0.206 -0.719 0.891 0.43
Br -0.646 -3.772 1.341 0.68
C 0.951 -3.865 0.287 -0.60
C 1.137 -5.057 -0.356 -0.17
C 2.334 -5.302 -1.053 -0.10
C 3.350 -4.395 -0.981 -0.06
C 3.186 -3.174 -0.286 -0.18
C 4.276 -2.287 -0.131 -0.07
C 4.096 -1.079 0.478 -0.11
C 2.803 -0.667 0.854 -0.17
C 1.691 -1.478 0.750 -0.32
C 1.917 -2.815 0.273 -0.24
H 0.375 -5.821 -0.299 0.08
H 2.441 -6.225 -1.609 0.09
H 4.304 -4.591 -1.457 0.10
H 5.248 -2.583 -0.510 0.10
H 4.938 -0.414 0.629 0.09
H 2.682 0.349 1.211 0.07
O -3.351 6.656 0.010 0.10
C -3.493 5.611 -0.849 -0.49
O -3.878 5.840 -1.965 0.09
C -3.155 4.265 -0.337 -0.16
C -3.074 3.217 -1.257 -0.02
C -2.800 1.927 -0.854 -0.11
C -2.616 1.622 0.502 -0.72
S -2.438 -0.019 1.072 0.40
C -2.670 2.681 1.419 -0.13
C -2.935 3.972 1.012 -0.05
H -3.011 6.344 0.853 0.07
H -3.236 3.455 -2.301 0.12
H -2.736 1.130 -1.582 0.10
H -2.502 2.456 2.464 0.09
H -2.982 4.739 1.780 0.10
```

Calculated values
* highest occupied orbital energy: -4.637 eV
* max |F|: 0.00744 hartree/bohr
* LUMO energy: 2.73 eV
* total charge: -1

(3)
The following is a quantum chemistry calculation of a molecular structure, C11H13N2O, from the Open Molecules 2025 dataset.

Structure (XYZ):
```
27
Properties=species:S:1:pos:R:3:lowdin_charge:R:1
C 1.440 -2.802 0.021 -0.01
C 1.084 -1.756 0.876 0.01
C 1.070 -2.802 -1.369 0.06
C 0.223 -0.741 0.384 -0.09
C 0.333 -1.767 -1.965 -0.17
C -0.022 -0.727 -1.103 -0.08
C -0.371 0.311 0.992 0.23
C -0.528 1.738 1.348 -0.50
C 0.052 -1.644 -3.441 -0.03
C -1.731 1.836 2.296 0.03
C 0.774 2.271 1.877 -0.01
N -1.246 1.055 -0.490 0.01
N -0.752 2.294 -0.070 0.08
O -0.848 0.258 -1.530 0.08
H 2.024 -3.550 0.550 0.12
H 1.176 -1.809 1.927 0.12
H 1.592 -3.519 -1.969 0.13
H 0.308 -0.611 -3.869 0.12
H 0.442 -2.380 -4.213 0.11
H -1.026 -1.665 -3.635 0.09
H -1.992 0.884 2.732 0.10
H -2.463 2.112 1.569 0.08
H -1.415 2.595 2.989 0.09
H 0.718 3.359 2.142 0.12
H 1.670 2.125 1.334 0.09
H 0.919 1.889 2.839 0.08
H -1.427 3.046 -0.223 0.14
```

Calculated values
* highest occupied orbital energy (alpha / beta): -12.835 / -12.835 eV
* energy relative to the best compared isomer or geometry (same formula, charge and spin): 157.4 kcal/mol
* max |F|: 0.13294 hartree/bohr
* LUMO energy (alpha / beta): -6.00 / -6.00 eV
* total charge: +1

(4)
The following is a quantum chemistry calculation of 2 unconnected molecules or ions with the total composition C4H11N2S, from the Open Molecules 2025 dataset.

Structure (XYZ):
```
18
Properties=species:S:1:pos:R:3:lowdin_charge:R:1
C 1.652 -2.088 -0.070 -0.42
C 0.303 -1.415 0.104 -0.76
S -0.333 -0.760 -1.448 0.28
N 2.594 -1.332 -0.937 -0.09
H 1.498 -3.065 -0.589 0.09
H 2.125 -2.181 0.943 0.10
H 0.425 -0.576 0.876 0.05
H -0.409 -2.148 0.544 0.04
H 2.951 -0.490 -0.478 0.04
H 2.066 -0.995 -1.768 -0.02
C -0.508 2.209 0.661 -0.06
C -1.872 2.165 0.726 -0.31
N -2.644 1.211 -0.014 -0.03
H -0.021 1.420 0.050 -0.01
H 0.022 2.891 1.310 0.02
H -2.463 2.922 1.271 0.08
H -1.999 0.586 -0.541 -0.07
H -3.386 1.647 -0.640 0.08
```

Calculated values
* highest occupied orbital energy: -2.857 eV
* energy relative to the best compared isomer or geometry (same formula, charge and spin): 24.3 kcal/mol
* max |F|: 0.03996 hartree/bohr
* LUMO energy: 3.97 eV
* total charge: -1

(5)
The following is a quantum chemistry calculation of a single C16H23ClN2O3 molecule, from the Open Molecules 2025 dataset.

Structure (XYZ):
```
45
Properties=species:S:1:pos:R:3:lowdin_charge:R:1
C 1.917 -3.362 2.088 -0.11
H 2.978 -3.178 2.236 0.07
C 1.345 -2.396 1.058 -0.25
C -0.147 -2.634 0.842 -0.12
H -0.696 -2.407 1.757 0.13
H -0.311 -3.682 0.585 0.13
C -0.727 -1.776 -0.297 -0.44
C -2.246 -1.996 -0.404 -0.12
H -2.681 -1.625 0.524 0.12
H -2.444 -3.067 -0.471 0.13
C -2.885 -1.276 -1.604 -0.23
C -3.142 -2.205 -2.789 -0.10
H -3.874 -2.962 -2.517 0.08
H -2.239 -2.716 -3.114 0.07
H -3.535 -1.640 -3.632 0.07
H -3.838 -0.848 -1.292 0.11
H -2.257 -0.437 -1.917 0.11
C -0.505 -0.292 0.058 -0.42
O -1.117 0.286 0.926 0.12
N 0.494 0.268 -0.671 0.15
N 0.716 1.646 -0.721 0.03
C 0.733 2.182 -1.968 -0.50
O 0.516 1.490 -2.945 0.07
C 1.105 3.647 -2.075 -0.46
H 1.668 3.801 -2.996 0.09
H 1.654 4.009 -1.208 0.07
Cl -0.391 4.611 -2.222 0.61
C 0.943 2.277 0.526 -0.23
C 0.186 3.371 0.925 -0.03
C 0.419 3.945 2.162 -0.07
C 1.386 3.425 3.005 -0.08
C 2.126 2.322 2.611 -0.07
C 1.909 1.747 1.373 -0.01
H 2.482 0.887 1.058 0.11
H 2.875 1.908 3.269 0.10
H 1.556 3.871 3.973 0.10
H -0.170 4.794 2.473 0.11
H -0.588 3.756 0.282 0.08
H 0.851 -0.250 -1.470 0.15
O -0.047 -2.124 -1.488 0.01
H -0.585 -1.843 -2.238 0.09
H 1.499 -1.371 1.400 0.09
H 1.864 -2.524 0.107 0.11
H 1.410 -3.243 3.043 0.07
H 1.790 -4.391 1.759 0.07
```

Calculated values
* highest occupied orbital energy: -8.741 eV
* energy relative to the best compared isomer or geometry (same formula, charge and spin): 20.8 kcal/mol
* max |F|: 0.01920 hartree/bohr
* LUMO energy: 0.72 eV

(6)
The following is a quantum chemistry calculation of a molecular structure, C4H9N2O2, from the Open Molecules 2025 dataset.

Structure (XYZ):
```
17
Properties=species:S:1:pos:R:3:lowdin_charge:R:1
C -0.409 0.887 0.101 -0.26
N 0.588 0.384 -0.834 0.00
C 1.836 -0.186 -0.190 -0.78
O 1.637 -0.627 0.951 -0.07
O 2.827 -0.106 -0.921 -0.08
C -1.435 -0.222 0.473 -0.45
C -1.871 -0.978 -0.776 -0.08
N -2.529 0.752 1.058 0.01
H 0.061 1.280 1.006 0.11
H -0.990 1.689 -0.348 0.10
H 0.875 1.109 -1.477 0.08
H -0.897 -0.898 1.161 0.14
H -1.267 -1.857 -0.970 0.08
H -2.901 -1.280 -0.528 0.07
H -1.932 -0.374 -1.680 0.07
H -2.241 0.820 2.044 0.05
H -2.660 -0.295 1.144 0.02
```

Calculated values
* highest occupied orbital energy: -4.199 eV
* energy relative to the best compared isomer or geometry (same formula, charge and spin): 55.1 kcal/mol
* max |F|: 0.11674 hartree/bohr
* LUMO energy: 4.01 eV
* total charge: -1

(7)
The following is a quantum chemistry calculation of a molecular structure, C6H21CdNO6, from the Open Molecules 2025 dataset.

Structure (XYZ):
```
35
Properties=species:S:1:pos:R:3:lowdin_charge:R:1
Cd 0.213 -0.950 -0.260 1.32
O -0.451 -0.777 1.765 -0.45
C 0.321 -1.710 2.499 -0.39
C 0.962 -2.908 1.699 -0.42
O 1.391 -2.683 0.371 -0.46
H -0.338 -2.130 3.280 0.08
H 1.062 -1.188 3.132 0.08
H 0.241 -3.741 1.697 0.08
H 1.856 -3.234 2.254 0.08
C 2.036 3.023 0.283 -0.06
C 1.040 1.850 0.343 -0.41
C -0.144 2.052 -0.603 -0.16
O -0.885 0.825 -0.774 -0.32
C -2.015 1.067 -1.590 -0.11
N 1.707 0.566 0.081 -0.02
H 2.890 2.831 0.938 0.08
H 1.650 3.969 0.664 0.08
H 2.424 3.064 -0.739 0.08
H 0.704 1.844 1.381 0.14
H 0.177 2.343 -1.614 0.13
H -0.817 2.844 -0.268 0.14
H -2.399 0.122 -1.964 0.08
H -1.796 1.623 -2.508 0.09
H -2.785 1.557 -1.002 0.09
H 2.350 0.673 -0.712 0.09
H 2.408 0.407 0.806 0.11
O 0.842 -0.920 -2.393 -0.10
H 1.099 -0.136 -2.896 0.06
H 1.170 -1.670 -2.909 0.08
O -3.251 -0.833 0.519 -0.08
H -3.823 -0.168 0.911 0.06
H -2.409 -0.772 1.027 0.02
O -1.447 -2.176 -1.031 -0.11
H -2.299 -1.884 -0.647 0.02
H -1.688 -2.782 -1.741 0.07
```

Calculated values
* highest occupied orbital energy: -6.428 eV
* energy relative to the best compared isomer or geometry (same formula, charge and spin): 29.7 kcal/mol
* max |F|: 0.07046 hartree/bohr
* LUMO energy: -0.20 eV

(8)
The following is a quantum chemistry calculation of a molecular structure, C31H18BrCl5GeNO2Tc, from the Open Molecules 2025 dataset.

Structure (XYZ):
```
60
Properties=species:S:1:pos:R:3:lowdin_charge:R:1
Tc 2.084 -0.190 0.357 1.35
Br 1.445 -2.739 3.058 0.86
C 1.741 -0.945 3.572 -0.68
C 1.901 -0.651 4.922 -0.05
C 2.093 0.666 5.301 0.03
C 2.123 1.643 4.313 0.05
C 1.970 1.253 2.997 -0.17
N 1.789 -0.019 2.615 -0.03
C 2.025 2.282 1.862 -0.55
O 2.038 3.457 2.099 0.18
O 2.081 1.721 0.700 -0.16
H 1.888 -1.453 5.645 0.12
H 2.218 0.927 6.341 0.14
H 2.282 2.688 4.523 0.14
Cl 3.120 2.280 -2.408 0.83
C 4.068 0.965 -1.909 -0.67
C 3.489 -0.040 -1.138 -0.32
C 4.324 -1.045 -0.668 -0.67
Cl 3.401 -2.116 0.328 0.78
C 5.681 -1.146 -0.919 -0.67
Cl 6.635 -2.405 -0.266 0.80
C 6.238 -0.145 -1.744 -0.66
Cl 7.906 -0.192 -2.097 0.80
C 5.440 0.900 -2.231 -0.67
Cl 6.133 2.117 -3.201 0.79
C 0.455 -0.400 -0.453 -0.08
Ge -1.397 -0.135 -1.075 1.03
C -1.961 -0.854 -2.891 -0.28
C -2.725 -0.089 -3.752 -0.10
C -3.103 -0.632 -4.973 -0.06
C -2.746 -1.932 -5.288 -0.06
C -1.999 -2.696 -4.407 -0.06
C -1.621 -2.165 -3.183 -0.12
C -2.351 -1.421 0.145 -0.28
C -1.591 -2.257 0.943 -0.16
C -2.216 -3.005 1.929 -0.09
C -3.593 -2.947 2.072 -0.06
C -4.350 -2.132 1.245 -0.05
C -3.730 -1.378 0.258 -0.08
C -1.733 1.731 -0.469 -0.26
C -1.151 2.044 0.760 -0.13
C -1.440 3.244 1.378 -0.06
C -2.318 4.137 0.783 -0.04
C -2.889 3.837 -0.444 -0.05
C -2.578 2.647 -1.080 -0.08
H -3.014 0.923 -3.504 0.08
H -3.694 -0.040 -5.658 0.12
H -3.075 -2.365 -6.220 0.12
H -1.732 -3.714 -4.650 0.11
H -1.056 -2.763 -2.480 0.10
H -0.518 -2.305 0.805 0.03
H -1.619 -3.639 2.568 0.09
H -4.082 -3.555 2.821 0.12
H -5.424 -2.086 1.348 0.12
H -4.316 -0.755 -0.404 0.11
H -0.477 1.329 1.216 0.06
H -0.974 3.497 2.319 0.11
H -2.544 5.077 1.264 0.12
H -3.562 4.538 -0.912 0.12
H -2.987 2.450 -2.060 0.09
```

Calculated values
* highest occupied orbital energy (alpha / beta): -13.763 / -13.763 eV
* max |F|: 0.12483 hartree/bohr
* LUMO energy (alpha / beta): -10.50 / -10.51 eV
* total charge: +2